[1]
Below is C26H34NO14PS3V as an isolated structure in a non-equilibrium geometry, with properties calculated with ωB97M-V/def2-TZVPD.

Results
- HOMO energy (alpha / beta): -2.48 / -2.48 eV
- M: 762.67 g/mol
- Spin multiplicity: 2
- Expectation value of S²: 0.763
- Frontier orbital gap (alpha / beta): 5.15 / 5.88 eV
- Net charge: -2

Geometry as XYZ:
```
80
C26H34NO14PS3V (ωB97M-V/def2-TZVPD)
V -0.2660 -1.5049 -1.5844
S -0.9408 2.7589 0.1572
S -4.0208 3.4748 1.4600
S -1.6696 -3.2436 0.6677
P -2.1120 3.0840 1.6936
O 3.5505 -0.7125 -2.9142
O 0.8927 -0.0422 -0.5331
O -1.9088 1.8364 2.7853
O -1.7065 4.3898 2.5759
O 1.2963 -0.9560 -2.8771
O -1.3417 0.0606 -2.0681
O -1.3388 -1.9786 -0.3584
O 0.6571 -3.2056 -2.1263
O -2.4300 -4.1979 -0.1473
O -4.6058 -3.2836 -1.9102
O -2.9020 1.1847 -3.3899
O -0.3978 -3.8963 0.9461
O 1.0693 -4.7517 -3.8132
O -2.4959 -2.6773 1.7007
N -1.3824 -2.1506 -3.5585
C -3.7341 0.3524 2.0466
C 2.9762 1.3017 -0.9022
C -2.0690 -0.9866 -4.1111
C 0.5518 -3.7548 -3.3315
C 5.0217 -1.5066 1.2243
C 2.3920 2.4093 -0.2467
C 4.3064 1.4289 -1.3127
C -1.2849 4.3188 4.9539
C -3.1106 1.1563 3.1943
C -2.3421 -3.2444 -3.0230
C 2.4228 -0.6073 -2.4246
C 2.7005 -2.3762 -0.0635
C -2.1501 0.2514 -3.1436
C 0.5762 3.8468 3.2040
C 4.2944 3.7864 -0.9064
C 4.0563 -0.6052 0.8164
C -0.3534 -2.8205 -4.3110
C 3.5563 -3.2758 0.5658
C 4.9206 2.6531 -1.3881
C -2.7138 0.1655 4.2721
C -3.8392 -2.9793 -3.0756
C 4.7863 -2.8815 1.0630
C 2.3370 -0.0620 -0.9417
C -0.6685 4.6107 3.5868
C 3.0463 -1.0185 -0.0486
C 3.0439 3.6217 -0.2787
H -3.0918 -1.2915 -4.3893
H -3.1392 -0.5357 1.7640
H -4.6931 -0.0249 2.3818
H 0.4917 0.8331 -0.3646
H -1.6848 3.3156 5.0804
H 4.8363 0.5561 -1.6670
H -2.3745 -0.7168 3.7459
H 4.7171 4.8031 -0.9314
H 5.9354 2.6857 -1.7939
H 0.5303 2.8323 3.5897
H 2.5056 4.4394 0.1853
H 4.1809 0.4342 1.1008
H -4.2614 -3.4393 -3.9773
H -3.9313 -3.4626 -1.1853
H -0.5142 4.4888 5.6720
H 5.5481 -3.6215 1.4434
H -0.4673 5.7037 3.5393
H -3.9016 0.9941 1.1862
H -3.8021 1.9933 3.4862
H -0.8054 -3.3641 -5.1914
H -2.1647 -4.1348 -3.6718
H -2.0551 0.5727 5.0930
H 1.4938 4.2512 3.6577
H -2.0560 -3.4381 -2.0043
H 1.3868 2.3923 0.1872
H -4.0848 -1.9024 -3.1901
H -1.5934 -0.6907 -5.0545
H 0.6998 3.7812 2.1165
H -3.6354 -0.1793 4.7878
H 3.2514 -4.3272 0.6556
H 1.8250 -2.7452 -0.5764
H 5.9110 -1.1569 1.8119
H 0.3084 -2.0704 -4.7844
H -2.0358 5.0521 5.1733
```

[2]
Below is C4H5CuO3 as an isolated structure in a non-equilibrium geometry, with properties calculated with ωB97M-V/def2-TZVPD.

Results
- HOMO energy (alpha / beta): -22.52 / -22.51 eV
- M: 164.63 g/mol
- Spin multiplicity: 2
- Expectation value of S²: 0.761
- Frontier orbital gap (alpha / beta): 5.93 / 2.84 eV
- Net charge: +3

Geometry as XYZ:
```
13
C4H5CuO3 (ωB97M-V/def2-TZVPD)
Cu 4.0311 0.3581 2.9837
O 3.0979 0.0051 1.4587
O 1.1669 0.2208 0.2487
O 2.3912 -1.8073 -0.8455
C 2.2669 0.1650 0.6394
C 2.5571 -3.0687 -0.9390
C 3.5643 -3.7372 -0.2114
C 3.8802 -4.9944 -0.6013
H 4.5574 -5.6120 -0.0112
H 1.9784 -3.5924 -1.7093
H 1.3825 -1.4303 -0.7226
H 4.0411 -3.2386 0.6319
H 3.4869 -5.4150 -1.5294
```

[3]
Below is C12H19CoIN5OS as an isolated structure, with properties calculated with ωB97M-V/def2-TZVPD.

Results
- HOMO energy (alpha / beta): -7.99 / -8.06 eV
- M: 467.22 g/mol
- Spin multiplicity: 1
- Frontier orbital gap (alpha / beta): 7.09 / 6.75 eV
- Energy above the lowest of the compared OMol25 structures with the same formula, charge and spin: 0.0 kJ/mol

Geometry as XYZ:
```
40
C12H19CoIN5OS (ωB97M-V/def2-TZVPD)
I -2.3981 -1.1486 -1.3854
Co -0.6496 -0.5955 0.3286
S -1.6769 0.4282 1.9986
O 0.9499 -1.1973 -0.3742
N -1.8567 -2.2344 2.3439
N -0.3245 1.0840 -0.6476
N 0.4453 2.0782 0.0374
N -0.9707 -2.1944 1.2883
N -3.0503 -0.9587 3.8034
C -2.2211 -1.0601 2.7374
C 0.7344 3.5426 -1.8918
C 0.5607 -3.5310 -0.0200
C 0.2272 3.4529 -0.4566
C 2.2671 -2.7404 -1.5459
C -0.4407 -3.3276 0.9825
C 1.2308 -2.4511 -0.6377
C 0.9379 -4.8495 -0.3264
C 2.6060 -4.0408 -1.8335
C 1.0695 4.3375 0.4565
C -1.2427 3.8789 -0.3756
C 1.9400 -5.1126 -1.2270
H -0.7750 -4.1801 1.5674
H 2.1104 4.0146 0.4433
H -1.8785 3.3401 -1.0824
H 1.0177 5.3765 0.1305
H 3.4016 -4.2381 -2.5414
H -3.4444 -1.8019 4.1817
H -1.6370 3.7236 0.6310
H -1.3402 4.9381 -0.6178
H 2.7810 -1.9084 -2.0082
H 0.1861 2.0244 1.0168
H 1.7567 3.1686 -1.9566
H 2.2169 -6.1313 -1.4601
H 0.1074 2.9728 -2.5810
H -3.4700 -0.0764 4.0243
H 0.4189 -5.6632 0.1668
H -1.2266 1.4314 -0.9701
H 0.7212 4.5800 -2.2282
H 0.7065 4.2909 1.4860
H 0.2099 0.7779 -1.4570
```

[4]
Below is C6H10CuO6 as an isolated structure in a non-equilibrium geometry, with properties calculated with ωB97M-V/def2-TZVPD.

Results
- HOMO energy: -4.89 eV
- M: 241.69 g/mol
- Spin multiplicity: 1
- Frontier orbital gap: 6.05 eV
- Net charge: -1

Geometry as XYZ:
```
23
C6H10CuO6 (ωB97M-V/def2-TZVPD)
Cu 4.1130 4.0667 -0.8856
O 1.0896 1.9610 -2.0772
O 3.1015 2.8319 -2.4509
O -0.7894 -1.2103 -0.7549
O 2.3012 2.8578 -0.3993
O -1.2390 -0.9639 1.3553
O -2.7420 -0.2653 -0.1737
C -2.1995 -0.9161 2.4060
C 2.1637 2.5472 -1.6304
C -1.5223 -1.3515 3.6850
C -1.6783 -0.8277 0.0787
C 0.5068 0.1665 -1.7280
C 1.3466 -0.7538 -2.5995
H -2.2068 -1.2004 4.5310
H 0.7131 -1.3957 -3.2260
H -0.4037 0.4183 -2.2935
H -0.6144 -0.7615 3.8685
H -1.2498 -2.4145 3.6429
H -2.5883 0.1085 2.4947
H -3.0440 -1.5765 2.1611
H 1.9574 -0.1598 -3.2921
H 0.9702 0.2073 -0.7316
H 2.0146 -1.3683 -1.9802
```

[5]
Below is one molecule with the formula C3H3N5 in a non-equilibrium geometry, with properties calculated with ωB97M-V/def2-TZVPD.

Results
- HOMO energy: -10.23 eV
- M: 109.09 g/mol
- Spin multiplicity: 1
- SMILES: C#Cc1nnnn1N
- Frontier orbital gap: 10.44 eV
- Energy above the lowest of the compared OMol25 structures with the same formula, charge and spin: 332.3 kJ/mol

Geometry as XYZ:
```
11
C3H3N5 (ωB97M-V/def2-TZVPD)
N 1.8303 -0.7209 -0.3521
N -0.0474 1.3883 1.3995
N 1.1180 0.9641 1.1146
N -1.0221 0.9259 0.6311
N 0.8460 0.1300 0.0991
C -1.8550 -1.6831 -1.7124
C -1.2075 -0.8809 -1.0346
C -0.4901 0.0298 -0.1969
H 2.4196 -0.0909 -0.7837
H 2.3010 -1.1383 0.4412
H -2.4781 -2.3780 -2.2389
```

[6]
Below is a 2-piece molecular cluster, C4H11IN overall in a non-equilibrium geometry, with properties calculated with ωB97M-V/def2-TZVPD.

Results
- HOMO energy (alpha / beta): -12.79 / -12.79 eV
- M: 200.04 g/mol
- Spin multiplicity: 1
- Frontier orbital gap (alpha / beta): 6.09 / 6.09 eV
- Net charge: +1
- Energy above the lowest of the compared OMol25 structures with the same formula, charge and spin: 359.4 kJ/mol

Geometry as XYZ:
```
17
C4H11IN (ωB97M-V/def2-TZVPD)
I -3.2850 -0.2779 0.3863
N 0.4107 0.1833 0.1455
C -0.0030 0.5341 1.5156
C 1.4022 -0.8663 0.0261
C -1.9483 -1.0710 -0.8515
C 0.5025 1.1929 -0.8708
H 1.2676 2.0203 -0.5072
H -1.3121 -1.8240 -0.4378
H 0.7412 0.0669 2.2127
H 1.8453 -0.8881 -0.9213
H -0.3879 1.7466 -1.0328
H -1.0847 0.2309 1.6991
H 0.8229 0.7368 -1.8631
H 2.1545 -0.7679 0.7846
H 0.8345 -1.8769 0.1403
H -0.0752 1.6097 1.4457
H -1.8851 -0.7495 -1.8713
```